1.
A single CH3NO2 molecule, computed with wB97M-V/def2-TZVPD.

Each line ends with the natural charge from an NBO analysis.
Positions of all 7 atoms, in Å:
1 C -1.3231 -0.0712 -0.0247  -0.49
2 H -1.6269 -0.5350 0.9231  0.24
3 H -1.5424 -0.7702 -0.8079  0.24
4 H -1.7064 1.0190 -0.0372  0.25
5 N 0.1417 0.0095 0.0150  0.52
6 O 0.6584 1.1070 -0.0081  -0.36
7 O 0.8193 -1.0261 0.0037  -0.39

Output
ΔE to the lowest compared entry with this formula, charge and spin   93.0 kcal per mole
Total charge   0
Max |F|   0.04959 Eh/bohr
Orbital gap   11.236 eV
HOMO   -11.04 eV
LUMO energy   0.20 eV

2.
A 2-piece molecular cluster, CH3NO2 overall, computed with wB97M-V/def2-TZVPD.

Each line ends with the natural charge from an NBO analysis.
Positions of all 7 atoms, in Å:
1 C -0.8255 -0.3850 -0.2442  -0.17
2 N 0.4477 -0.5712 0.1492  -0.10
3 O 2.5952 0.1095 0.1960  -0.14
4 O 1.3743 0.3918 -0.0278  0.01
5 H -1.0955 1.3193 0.8949  0.01
6 H -1.0032 0.1223 -1.1555  0.20
7 H -1.4930 -0.9867 0.1875  0.20

Output
ΔE to the lowest compared entry with this formula, charge and spin   241.8 kcal per mole
Total charge   0
Max |F|   0.12804 Eh/bohr
Orbital gap (alpha / beta)   8.804 / 8.945 eV
HOMO (alpha / beta)   -10.05 / -10.19 eV
LUMO energy (alpha / beta)   -1.25 / -1.24 eV

3.
CH3NO2 as an isolated structure, computed with wB97M-V/def2-TZVPD.

Each line ends with the natural charge from an NBO analysis.
Positions of all 7 atoms, in Å:
1 C 0.7567 0.2716 -0.0555  0.46
2 H -0.6588 -1.4269 -0.0752  0.47
3 H -0.9169 1.1183 0.7363  0.35
4 H 1.4216 1.1500 -0.0902  0.15
5 N -0.6414 0.4527 -0.3406  -0.29
6 O -1.3026 -0.7567 -0.0629  -0.56
7 O 1.3412 -0.8089 -0.1120  -0.58

Output
ΔE to the lowest compared entry with this formula, charge and spin   91.8 kcal per mole
Total charge   0
Max |F|   0.11926 Eh/bohr
Orbital gap   10.824 eV
HOMO   -10.34 eV
LUMO energy   0.48 eV

4.
A 2-piece molecular cluster, CH3NO2 overall, computed with wB97M-V/def2-TZVPD.

Each line ends with the Löwdin spin population.
Positions of all 7 atoms, in Å:
1 C -1.9423 0.7285 -0.3183  0.00
2 N 2.4086 0.6733 0.4275  0.95
3 O -0.8931 1.0676 0.1110  0.00
4 O 1.6414 0.8306 -0.5115  0.94
5 H -2.6985 1.5359 -0.6730  0.00
6 H -2.5371 -0.1783 0.0195  0.00
7 H 3.3714 1.0472 0.2511  0.10

Output
2S+1   3
ΔE to the lowest compared entry with this formula, charge and spin   4.1 kcal per mole
Total charge   0
Max |F|   0.08278 Eh/bohr
<S²>   2.0075
Orbital gap (alpha / beta)   9.426 / 9.277 eV
HOMO (alpha / beta)   -8.63 / -9.95 eV
LUMO energy (alpha / beta)   0.80 / -0.67 eV